{
  "formula": "C4H12N4P",
  "method": "wB97M-V/def2-TZVPD",
  "elements": ["C", "C", "C", "C", "N", "N", "N", "N", "P", "H", "H", "H", "H", "H", "H", "H", "H", "H", "H", "H", "H"],
  "coordinates": [[-0.829, 0.603, -0.409], [-0.090, 1.797, 0.043], [1.097, 1.355, 0.947], [-0.107, -0.756, -0.156], [-1.958, 0.729, -0.986], [-0.540, -1.749, -0.894], [1.904, -0.021, -1.266], [-0.833, -1.129, 1.492], [1.693, -0.343, 0.402], [0.237, 2.256, -0.857], [-0.743, 2.404, 0.617], [2.014, 1.974, 0.761], [0.867, 1.483, 2.000], [-2.413, -0.164, -1.195], [0.139, -2.436, -1.004], [-1.401, -1.575, -1.360], [1.205, -0.407, -1.833], [2.841, -0.235, -1.555], [-0.365, -2.049, 1.768], [-1.864, -1.380, 1.379], [-0.855, -0.358, 2.105]],
  "atomic_forces_ev_per_a": [[-1.212, -0.765, -0.593], [1.300, -1.177, 1.137], [0.859, 0.304, -1.133], [-0.931, 2.276, 3.178], [0.640, -0.500, 0.716], [0.596, 0.602, 0.110], [1.835, 0.721, 1.252], [-1.593, -2.802, -1.308], [-1.776, 0.144, -0.725], [0.390, 0.900, -0.582], [-0.629, 0.930, 0.116], [-0.790, -0.307, 0.174], [0.036, -0.354, 0.229], [-0.054, 0.215, -0.277], [0.279, -2.041, -1.052], [-0.307, -0.841, -0.994], [-0.567, -0.455, -1.323], [0.162, -0.001, -0.606], [-0.574, 2.066, 0.260], [1.648, 0.377, -0.172], [0.687, 0.709, 1.592]],
  "lumo_energy_ev": -3.52,
  "homo_lumo_gap_ev": 9.63,
  "spin_multiplicity": 1,
  "charge": 1,
  "homo_energy_ev": -13.1,
  "e_above_lowest_ev": 1.118
}


{
  "formula": "C35H52As2NO10PRuS2Sb2Se",
  "method": "wB97M-V/def2-TZVPD",
  "elements": ["Ru", "C", "C", "O", "P", "S", "S", "O", "C", "C", "H", "H", "H", "H", "H", "H", "H", "H", "H", "H", "C", "Sb", "C", "C", "C", "C", "C", "C", "C", "C", "C", "Sb", "C", "C", "H", "H", "H", "H", "H", "H", "H", "H", "H", "H", "H", "H", "H", "H", "H", "H", "H", "H", "H", "H", "Se", "C", "C", "C", "N", "C", "C", "H", "H", "H", "H", "C", "O", "C", "O", "C", "C", "As", "C", "C", "C", "As", "C", "C", "O", "O", "C", "C", "O", "O", "C", "C", "O", "O", "C", "H", "H", "H", "H", "H", "H", "H", "H", "H", "H", "H", "H", "H", "H", "H", "H", "H", "H"],
  "coordinates": [[-0.115, -0.933, -0.301], [-6.080, -2.106, -2.651], [-4.864, -1.435, -3.236], [-3.662, -1.846, -2.518], [-2.993, -1.022, -1.362], [-2.113, -2.255, -0.024], [-1.504, 0.114, -2.067], [-4.225, -0.291, -0.741], [-4.346, 0.270, 0.598], [-5.570, 1.139, 0.616], [-6.959, -1.825, -3.233], [-6.239, -1.800, -1.619], [-5.978, -3.190, -2.691], [-4.937, -0.348, -3.214], [-4.683, -1.751, -4.263], [-3.435, 0.821, 0.828], [-4.439, -0.580, 1.277], [-5.473, 1.952, -0.100], [-5.687, 1.572, 1.607], [-6.457, 0.554, 0.381], [3.159, 1.688, -1.579], [2.134, -0.172, -1.488], [3.775, -1.406, -1.015], [2.052, -0.390, -3.640], [3.040, -1.418, -4.102], [4.375, -1.053, -4.258], [5.348, -1.983, -4.580], [4.988, -3.311, -4.755], [3.657, -3.678, -4.641], [2.667, -2.749, -4.329], [1.234, -3.182, -4.312], [0.179, -3.131, -2.431], [-1.575, -4.019, -3.239], [0.996, -4.938, -1.654], [4.021, 1.501, -2.216], [3.491, 2.038, -0.608], [2.521, 2.436, -2.041], [4.648, -1.086, -1.578], [3.536, -2.433, -1.286], [3.972, -1.351, 0.051], [2.303, 0.599, -4.024], [1.023, -0.606, -3.925], [4.656, -0.014, -4.124], [6.376, -1.674, -4.697], [5.733, -4.052, -5.004], [3.371, -4.707, -4.822], [1.146, -4.219, -4.636], [0.634, -2.576, -4.995], [-1.237, -4.891, -3.797], [-2.095, -3.329, -3.897], [-2.244, -4.321, -2.437], [0.798, -5.738, -2.366], [0.530, -5.177, -0.700], [2.074, -4.842, -1.528], [0.742, -2.043, 1.620], [2.558, -2.587, 1.891], [3.277, -1.969, 2.906], [4.552, -2.438, 3.190], [5.126, -3.458, 2.559], [4.403, -4.068, 1.625], [3.123, -3.682, 1.257], [2.857, -1.156, 3.482], [5.138, -1.967, 3.971], [4.872, -4.915, 1.137], [2.585, -4.233, 0.498], [-2.057, 5.907, 0.472], [-2.753, 4.808, -0.112], [-2.569, 3.536, 0.225], [-2.909, 2.669, -0.542], [-1.866, 3.140, 1.510], [-2.204, 3.589, 2.722], [-1.214, 3.144, 4.411], [0.456, 4.088, 3.971], [-0.739, 1.393, 3.693], [0.245, 1.386, 2.659], [-0.588, 1.728, 0.931], [0.596, 2.984, 0.013], [1.662, 1.265, 2.967], [2.093, 1.184, 4.098], [2.454, 1.281, 1.871], [3.859, 1.360, 2.159], [-1.779, 0.390, 3.954], [-2.727, 0.617, 4.671], [-1.557, -0.772, 3.333], [-2.471, -1.827, 3.669], [-3.490, 4.390, 2.821], [-4.477, 4.003, 2.261], [-3.558, 5.508, 3.555], [-2.409, 6.120, 4.129], [-2.805, 6.629, 0.791], [-1.424, 6.342, -0.300], [-1.441, 5.603, 1.316], [0.402, 5.098, 4.370], [0.653, 4.127, 2.900], [1.266, 3.563, 4.476], [0.525, 3.972, 0.467], [0.280, 3.032, -1.030], [1.617, 2.629, 0.087], [4.360, 1.311, 1.196], [4.175, 0.531, 2.787], [4.083, 2.300, 2.661], [-2.012, -2.734, 3.285], [-3.436, -1.652, 3.196], [-2.601, -1.879, 4.748], [-2.665, 7.169, 4.255], [-1.543, 6.045, 3.472], [-2.192, 5.684, 5.107]],
  "atomic_forces_ev_per_a": [[-0.649, -0.315, -0.525], [-0.016, 0.013, -0.027], [0.011, 0.026, -0.085], [0.051, -0.085, 0.085], [-0.085, -0.092, 0.020], [0.255, 0.257, 0.198], [0.172, 0.007, 0.010], [-0.108, 0.188, -0.145], [0.107, -0.195, 0.106], [0.021, 0.037, -0.014], [-0.017, -0.001, -0.008], [0.009, 0.016, 0.009], [0.010, -0.018, 0.005], [-0.033, -0.017, 0.020], [-0.027, 0.026, 0.028], [-0.080, 0.007, -0.018], [0.021, 0.038, 0.027], [0.025, 0.035, -0.015], [-0.010, 0.053, 0.077], [-0.035, -0.022, -0.007], [-0.038, 0.044, -0.004], [0.166, -0.074, -0.118], [0.085, -0.004, -0.065], [-0.045, 0.021, -0.032], [-0.032, 0.029, -0.018], [0.013, -0.006, 0.000], [-0.025, -0.034, -0.002], [0.010, 0.046, 0.002], [0.018, 0.003, 0.013], [-0.051, -0.011, 0.009], [-0.008, 0.105, -0.016], [0.291, -0.127, 0.185], [-0.039, 0.064, 0.029], [0.016, -0.035, 0.009], [0.065, 0.024, -0.012], [0.026, 0.010, 0.029], [0.032, 0.022, -0.024], [0.011, 0.016, -0.028], [0.035, -0.016, 0.026], [0.021, 0.003, 0.060], [0.008, -0.005, -0.018], [0.015, 0.006, 0.002], [0.003, 0.032, 0.004], [0.040, 0.009, -0.005], [0.035, -0.033, -0.009], [-0.013, -0.043, -0.004], [-0.001, -0.031, -0.039], [-0.025, 0.016, -0.023], [-0.034, -0.034, -0.018], [0.017, 0.006, 0.000], [-0.010, -0.011, -0.010], [-0.018, -0.030, 0.003], [0.043, -0.003, 0.015], [0.001, 0.009, 0.008], [-0.288, -0.328, 0.142], [0.033, 0.181, 0.023], [0.062, -0.067, -0.071], [0.028, 0.049, 0.052], [-0.054, 0.009, -0.013], [0.050, -0.057, -0.056], [-0.065, -0.002, -0.036], [-0.023, 0.026, 0.029], [0.012, 0.005, 0.013], [0.010, -0.031, -0.011], [0.005, 0.021, 0.005], [-0.009, 0.070, 0.066], [0.033, -0.045, -0.120], [-0.088, -0.110, 0.129], [-0.010, 0.030, 0.021], [-0.133, -0.057, -0.301], [0.102, 0.084, -0.014], [-0.127, -0.128, -0.040], [0.013, -0.033, -0.022], [-0.164, 0.172, 0.013], [-0.052, -0.014, -0.046], [0.280, 0.237, 0.594], [-0.021, 0.105, 0.004], [-0.215, -0.060, 0.071], [0.059, 0.005, -0.178], [0.015, 0.010, 0.009], [0.086, -0.006, 0.003], [0.288, 0.128, 0.082], [-0.123, -0.036, -0.033], [0.008, 0.009, -0.002], [0.003, -0.031, -0.021], [0.034, 0.001, 0.044], [-0.065, -0.111, -0.076], [-0.025, -0.061, -0.039], [0.043, 0.026, 0.070], [0.051, 0.030, 0.038], [-0.043, 0.028, 0.022], [0.011, 0.003, -0.021], [-0.006, 0.032, 0.004], [0.010, 0.004, 0.015], [-0.006, 0.012, 0.007], [0.007, -0.028, -0.042], [0.021, 0.014, 0.026], [-0.071, 0.012, -0.001], [0.041, -0.006, 0.043], [0.003, 0.043, -0.022], [0.015, -0.013, -0.010], [-0.050, -0.005, 0.002], [-0.006, -0.017, 0.016], [0.001, -0.026, -0.027], [0.031, -0.028, 0.016], [0.043, -0.016, 0.007], [0.009, 0.042, -0.055]],
  "lumo_energy_ev": [-3.16, -4.31],
  "homo_lumo_gap_ev": [6.87, 6.45],
  "spin_multiplicity": 6,
  "charge": 1,
  "homo_energy_ev": [-10.0, -10.8],
  "e_above_lowest_ev": 0.338
}


{
  "formula": "C6H5NO",
  "method": "wB97M-V/def2-TZVPD",
  "elements": ["C", "C", "C", "C", "C", "C", "H", "H", "H", "H", "H", "N", "O"],
  "coordinates": [[2.302, -0.882, 1.562], [1.067, -0.828, 0.612], [-0.104, -1.605, 0.459], [-0.468, 0.568, -0.459], [0.865, 0.370, -0.061], [-1.393, 1.456, -1.037], [1.654, -0.437, 2.776], [2.669, -1.962, 1.756], [3.317, -0.125, 1.319], [-0.292, -2.623, 0.490], [1.616, 1.262, 0.036], [-2.085, 2.154, -1.673], [-0.997, -0.708, -0.140]],
  "atomic_forces_ev_per_a": [[-0.236, 0.635, 2.559], [0.857, -1.007, 0.649], [1.907, 6.056, -1.182], [2.033, -4.829, 2.102], [0.097, 5.287, 0.092], [-0.821, 1.518, -1.873], [2.573, -1.363, -3.635], [-0.536, 1.931, -0.184], [-3.511, -2.287, 0.563], [-0.904, -1.430, 0.360], [-1.439, -1.960, -0.511], [1.274, -1.316, 1.581], [-1.293, -1.236, -0.521]],
  "lumo_energy_ev": -0.01,
  "homo_lumo_gap_ev": 9.12,
  "spin_multiplicity": 1,
  "homo_energy_ev": -9.1,
  "e_above_lowest_ev": 2.959
}